{"formula": "C29H59Br12FN3O8P2S", "method": "ωB97M-V/def2-TZVPD", "gap_ev": 6.17, "e_lumo_ev": 1.34, "largest_force_ev_per_a": 1.3, "total_charge": -1, "species": ["C", "C", "C", "P", "N", "C", "C", "C", "F", "N", "C", "C", "O", "C", "N", "C", "C", "C", "O", "C", "C", "O", "C", "O", "C", "C", "O", "P", "O", "O", "S", "O", "H", "H", "H", "H", "H", "H", "H", "H", "H", "H", "H", "H", "H", "H", "H", "H", "H", "H", "H", "H", "H", "H", "H", "H", "H", "H", "H", "H", "H", "H", "H", "H", "H", "H", "H", "Br", "C", "C", "Br", "H", "H", "H", "H", "Br", "C", "C", "Br", "H", "H", "H", "H", "Br", "C", "C", "Br", "H", "H", "H", "H", "Br", "C", "C", "Br", "H", "H", "H", "H", "Br", "C", "C", "Br", "H", "H", "H", "H", "Br", "C", "C", "Br", "H", "H", "H", "H"], "coordinates": [[3.82, -1.46, 3.86], [3.04, -1.60, 2.96], [2.13, -1.76, 1.86], [0.42, -0.86, 2.13], [0.19, -1.80, 3.66], [-1.33, -0.12, 2.42], [-1.67, 1.27, 1.98], [-2.98, 1.77, 2.57], [-1.84, 1.34, 0.58], [1.16, 0.55, 2.85], [2.20, 1.33, 2.16], [1.67, 2.61, 1.55], [-0.37, -2.28, 1.29], [-0.84, -1.93, 0.07], [-1.21, -3.14, -0.75], [-1.15, -4.37, 0.05], [-2.53, -3.00, -1.27], [-2.63, -2.34, -2.62], [-3.52, -3.43, -0.71], [0.19, -0.92, -0.54], [-0.48, 0.04, -1.57], [0.03, 1.36, -1.62], [1.15, 1.54, -2.41], [2.13, 2.19, -1.64], [3.20, 2.64, -2.43], [4.53, 2.62, -1.64], [4.35, 2.11, -0.34], [1.58, -1.82, -1.44], [2.84, -0.85, -1.33], [1.16, -1.74, -2.99], [2.08, -3.67, -1.06], [0.54, -0.14, 0.53], [4.44, -1.28, 4.70], [2.64, -1.33, 1.00], [1.98, -2.82, 1.67], [0.53, -2.75, 3.56], [0.62, -1.37, 4.47], [-2.12, -0.78, 2.06], [-1.42, -0.12, 3.51], [-0.89, 1.98, 2.25], [-3.74, 0.99, 2.49], [-2.85, 1.97, 3.62], [-3.31, 2.67, 2.06], [1.49, 0.36, 3.79], [2.77, 0.77, 1.42], [2.92, 1.62, 2.92], [0.75, 2.43, 1.00], [1.46, 3.34, 2.34], [2.40, 3.05, 0.87], [-1.75, -1.30, 0.16], [-1.71, -4.29, 0.99], [-0.12, -4.57, 0.29], [-1.57, -5.18, -0.53], [-3.55, -1.76, -2.64], [-2.70, -3.13, -3.36], [-1.78, -1.71, -2.82], [-1.53, 0.13, -1.30], [-0.43, -0.38, -2.57], [0.90, 2.14, -3.29], [1.52, 0.58, -2.78], [3.29, 2.07, -3.35], [3.01, 3.68, -2.72], [4.92, 3.63, -1.58], [5.27, 2.03, -2.20], [5.08, 1.53, -0.11], [3.51, -1.22, -1.93], [1.29, -2.64, -3.35], [0.92, 3.04, 5.34], [1.22, 4.94, 5.15], [0.36, 5.74, 6.10], [-1.50, 5.78, 5.53], [1.01, 5.17, 4.11], [2.27, 5.11, 5.36], [0.68, 6.78, 6.11], [0.37, 5.34, 7.10], [-0.09, -4.18, -5.12], [1.37, -5.15, -5.98], [2.46, -5.48, -5.01], [3.50, -3.91, -4.56], [1.71, -4.53, -6.80], [0.92, -6.06, -6.38], [3.16, -6.20, -5.44], [2.08, -5.87, -4.07], [-5.47, 6.55, 3.93], [-5.39, 5.16, 5.29], [-6.11, 5.56, 6.55], [-5.11, 6.86, 7.59], [-4.33, 4.96, 5.47], [-5.85, 4.28, 4.85], [-6.22, 4.70, 7.21], [-7.08, 6.00, 6.35], [-2.79, -0.53, 8.21], [-2.36, 1.34, 7.87], [-3.27, 2.27, 8.62], [-5.05, 2.36, 7.82], [-2.41, 1.48, 6.80], [-1.34, 1.47, 8.21], [-2.89, 3.29, 8.58], [-3.42, 1.97, 9.65], [2.26, -5.24, -9.43], [0.61, -4.92, -10.41], [-0.60, -5.27, -9.58], [-0.85, -7.19, -9.43], [0.68, -5.50, -11.32], [0.61, -3.86, -10.65], [-1.50, -4.88, -10.05], [-0.53, -4.89, -8.57], [3.15, 0.03, -5.58], [1.38, -0.52, -6.17], [0.70, 0.56, -6.98], [0.03, 1.99, -5.85], [0.83, -0.78, -5.27], [1.54, -1.40, -6.77], [-0.18, 0.14, -7.47], [1.35, 1.01, -7.71]]}

{"formula": "C27H62N7O8", "method": "ωB97M-V/def2-TZVPD", "gap_ev": 6.28, "e_lumo_ev": -3.72, "largest_force_ev_per_a": 9.2, "total_charge": 1, "species": ["C", "C", "O", "O", "C", "C", "C", "C", "C", "N", "N", "C", "N", "C", "N", "H", "H", "H", "H", "H", "H", "H", "H", "H", "H", "H", "H", "H", "H", "H", "H", "H", "C", "O", "C", "C", "N", "C", "C", "O", "C", "H", "H", "H", "H", "H", "H", "H", "H", "H", "H", "H", "H", "H", "H", "H", "C", "O", "C", "C", "N", "C", "C", "O", "C", "H", "H", "H", "H", "H", "H", "H", "H", "H", "H", "H", "H", "H", "H", "H", "C", "O", "C", "C", "N", "C", "C", "O", "C", "H", "H", "H", "H", "H", "H", "H", "H", "H", "H", "H", "H", "H", "H", "H"], "coordinates": [[-7.60, -0.25, 1.99], [-6.32, 0.20, 1.05], [-5.75, 1.38, 1.32], [-5.87, -0.74, 0.00], [-5.63, -0.07, -1.29], [-4.04, -0.35, -1.73], [-3.90, -1.26, -3.08], [-2.69, -2.37, -3.03], [-1.37, -1.93, -3.92], [-0.11, -2.37, -3.20], [0.62, -1.48, -2.43], [1.84, -2.18, -1.86], [1.89, -3.66, -2.26], [0.60, -3.70, -3.10], [0.21, -4.87, -3.74], [-7.68, -1.44, 2.10], [-7.54, 0.16, 3.09], [-8.61, 0.15, 1.51], [-6.37, -0.55, -2.07], [-5.87, 1.09, -1.27], [-3.56, -0.87, -0.77], [-3.58, 0.74, -1.88], [-4.95, -1.78, -3.25], [-3.74, -0.52, -3.99], [-3.15, -3.39, -3.39], [-2.41, -2.51, -1.88], [-1.37, -0.73, -3.89], [-1.46, -2.31, -5.03], [0.35, -0.47, -2.32], [2.61, -1.59, -1.20], [-0.13, -5.72, -3.21], [0.27, -4.86, -4.80], [-8.58, -6.33, -0.82], [-8.07, -5.92, 0.45], [-7.54, -7.01, 1.22], [-6.02, -6.89, 1.35], [-5.35, -7.16, 0.07], [-3.92, -6.82, 0.07], [-3.55, -5.33, 0.25], [-3.95, -4.50, -0.84], [-5.28, -4.02, -0.76], [-9.09, -5.47, -1.27], [-7.76, -6.63, -1.48], [-9.30, -7.14, -0.71], [-7.84, -7.98, 0.81], [-7.98, -6.92, 2.22], [-5.66, -7.61, 2.10], [-5.79, -5.88, 1.70], [-5.81, -6.62, -0.66], [-3.53, -7.15, -0.90], [-3.41, -7.42, 0.84], [-2.46, -5.28, 0.28], [-3.90, -4.92, 1.20], [-5.61, -3.87, 0.26], [-5.95, -4.71, -1.29], [-5.32, -3.06, -1.29], [0.10, 6.08, 0.38], [1.42, 5.92, -0.12], [2.35, 5.52, 0.89], [2.83, 4.08, 0.65], [1.76, 3.11, 0.92], [2.08, 1.75, 0.46], [2.25, 1.54, -1.05], [1.05, 1.71, -1.81], [0.79, 3.06, -2.18], [-0.51, 6.53, -0.42], [-0.34, 5.12, 0.64], [0.08, 6.75, 1.24], [1.95, 5.64, 1.90], [3.22, 6.19, 0.80], [3.68, 3.87, 1.31], [3.17, 4.01, -0.39], [0.91, 3.42, 0.44], [1.25, 1.11, 0.80], [2.98, 1.40, 0.99], [2.54, 0.49, -1.20], [3.07, 2.13, -1.47], [1.70, 3.63, -2.35], [0.16, 3.54, -1.43], [0.22, 3.04, -3.11], [6.64, 5.92, 0.76], [7.19, 6.17, 2.04], [6.51, 5.48, 3.09], [7.41, 4.39, 3.69], [7.59, 3.28, 2.76], [8.63, 2.33, 3.17], [10.08, 2.85, 3.23], [10.63, 3.20, 1.96], [10.33, 4.52, 1.53], [7.12, 6.59, 0.04], [6.84, 4.89, 0.44], [5.56, 6.11, 0.75], [5.55, 5.08, 2.76], [6.31, 6.23, 3.87], [6.95, 4.02, 4.61], [8.37, 4.85, 3.95], [7.84, 3.65, 1.84], [8.60, 1.51, 2.45], [8.36, 1.90, 4.14], [10.70, 2.03, 3.61], [10.20, 3.67, 3.95], [10.24, 5.22, 2.36], [9.42, 4.51, 0.92], [11.14, 4.85, 0.88]]}

{"formula": "C39H57IrN9P2S", "method": "ωB97M-V/def2-TZVPD", "gap_ev": [4.84, 4.86], "e_lumo_ev": [-9.80, -9.79], "largest_force_ev_per_a": 5.1, "total_charge": 3, "species": ["Ir", "C", "N", "C", "C", "N", "C", "P", "C", "N", "C", "C", "N", "C", "C", "N", "C", "C", "N", "C", "H", "H", "H", "H", "H", "H", "H", "H", "H", "H", "H", "H", "H", "H", "H", "C", "N", "C", "C", "N", "C", "S", "C", "C", "C", "C", "C", "N", "H", "H", "H", "H", "H", "H", "H", "H", "H", "C", "C", "C", "C", "C", "C", "P", "C", "C", "C", "C", "C", "C", "C", "C", "C", "C", "C", "C", "H", "H", "H", "H", "H", "H", "H", "H", "H", "H", "H", "H", "H", "H", "H", "H", "H", "H", "H", "H", "H", "H", "H", "H", "H", "H", "H", "H", "H", "H", "H", "H", "H"], "coordinates": [[0.20, -0.46, 1.39], [5.22, 0.24, -1.22], [3.79, 0.24, -1.07], [2.91, 0.44, -2.07], [1.66, 0.37, -1.52], [1.77, 0.13, -0.19], [3.08, 0.05, 0.07], [3.89, -0.17, 1.70], [2.79, 0.99, 2.59], [1.46, 1.09, 2.48], [1.08, 2.13, 3.27], [2.19, 2.67, 3.86], [3.25, 1.95, 3.43], [4.62, 2.18, 3.80], [3.04, -1.72, 2.17], [1.77, -2.03, 1.91], [1.57, -3.28, 2.39], [2.72, -3.74, 2.95], [3.64, -2.75, 2.81], [5.00, -2.81, 3.29], [5.46, 0.07, -2.27], [5.65, 1.19, -0.92], [5.68, -0.56, -0.63], [3.21, 0.59, -3.08], [0.71, 0.51, -2.00], [0.06, 2.42, 3.37], [2.28, 3.49, 4.54], [4.72, 3.20, 4.18], [4.94, 1.49, 4.57], [5.28, 2.07, 2.93], [0.62, -3.78, 2.29], [2.93, -4.67, 3.44], [5.32, -3.84, 3.36], [5.67, -2.28, 2.61], [5.07, -2.36, 4.29], [-1.82, -2.06, 6.26], [-2.35, -2.39, 4.97], [-3.39, -3.23, 4.70], [-3.53, -3.31, 3.36], [-2.56, -2.49, 2.78], [-1.86, -1.91, 3.81], [-0.64, -0.75, 3.81], [-2.31, -2.46, 1.41], [-2.73, -3.55, 0.63], [-2.59, -3.51, -0.74], [-2.05, -2.36, -1.32], [-1.62, -1.35, -0.49], [-1.70, -1.40, 0.86], [-2.42, -2.53, 7.04], [-1.82, -0.97, 6.41], [-0.79, -2.41, 6.34], [-3.95, -3.71, 5.49], [-4.28, -3.82, 2.79], [-3.14, -4.43, 1.10], [-2.90, -4.34, -1.34], [-1.97, -2.27, -2.39], [-1.22, -0.43, -0.90], [-5.04, 0.97, -3.91], [-3.65, 1.60, -4.12], [-2.80, 1.54, -2.85], [-3.69, 1.69, -1.61], [-4.61, 0.46, -1.48], [-4.96, -0.13, -2.86], [-2.68, 2.03, -0.07], [-3.71, 1.52, 1.39], [-5.18, 2.01, 1.40], [-5.44, 3.00, 2.52], [-5.16, 2.38, 3.89], [-3.96, 1.42, 3.84], [-3.01, 1.84, 2.71], [-2.30, 3.85, 0.11], [-1.04, 4.26, -0.65], [-1.01, 5.78, -0.80], [-2.13, 6.24, -1.75], [-3.35, 5.33, -1.66], [-3.49, 4.76, -0.26], [-5.39, 0.55, -4.85], [-5.76, 1.72, -3.60], [-3.77, 2.63, -4.45], [-3.13, 1.07, -4.92], [-2.04, 2.32, -2.89], [-2.29, 0.57, -2.81], [-4.30, 2.59, -1.76], [-5.53, 0.75, -0.97], [-4.13, -0.32, -0.88], [-5.91, -0.66, -2.80], [-4.20, -0.86, -3.16], [-3.71, 0.43, 1.31], [-5.82, 1.13, 1.55], [-5.47, 2.45, 0.45], [-6.49, 3.30, 2.47], [-4.84, 3.90, 2.38], [-6.04, 1.82, 4.22], [-4.99, 3.17, 4.61], [-4.30, 0.40, 3.65], [-3.43, 1.43, 4.79], [-2.07, 1.29, 2.77], [-2.80, 2.91, 2.83], [-2.10, 3.96, 1.19], [-1.02, 3.81, -1.64], [-0.15, 3.92, -0.11], [-0.04, 6.10, -1.19], [-1.13, 6.24, 0.18], [-1.76, 6.26, -2.78], [-2.40, 7.27, -1.50], [-3.27, 4.52, -2.39], [-4.25, 5.89, -1.91], [-4.44, 4.24, -0.13], [-3.49, 5.60, 0.45]]}

{"formula": "C24H19N3O2Ru", "method": "ωB97M-V/def2-TZVPD", "gap_ev": [7.03, 6.05], "e_lumo_ev": [-4.16, -5.13], "multiplicity": 2, "s_squared": 0.758, "largest_force_ev_per_a": 0.6, "total_charge": 1, "species": ["Ru", "C", "C", "C", "C", "C", "C", "C", "H", "H", "H", "H", "H", "H", "H", "H", "N", "C", "C", "C", "C", "C", "C", "C", "C", "C", "C", "C", "C", "N", "C", "C", "C", "C", "N", "H", "H", "H", "H", "H", "H", "H", "H", "H", "H", "O", "C", "O", "H"], "coordinates": [[0.13, 0.02, 0.13], [-1.00, 2.74, 1.87], [0.04, 1.68, 1.76], [1.21, 1.88, 0.97], [2.20, 0.91, 0.87], [2.04, -0.35, 1.51], [0.90, -0.57, 2.28], [-0.09, 0.44, 2.39], [-1.97, 2.31, 2.14], [-1.11, 3.29, 0.93], [-0.71, 3.45, 2.65], [1.30, 2.80, 0.40], [3.05, 1.09, 0.23], [2.78, -1.11, 1.39], [0.76, -1.52, 2.76], [-0.99, 0.25, 2.96], [-10.11, 0.84, 0.43], [-8.97, 0.73, 0.34], [-7.54, 0.58, 0.23], [-7.00, -0.38, -0.62], [-5.63, -0.52, -0.71], [-4.79, 0.31, 0.03], [-5.33, 1.27, 0.87], [-6.71, 1.41, 0.98], [-3.31, 0.16, -0.08], [-2.60, 1.14, -0.74], [-3.11, 2.25, -1.48], [-2.06, 2.87, -2.09], [-0.90, 2.13, -1.72], [-1.22, 1.11, -0.94], [-2.72, -1.01, 0.44], [-3.35, -2.16, 0.92], [-2.37, -3.13, 1.10], [-1.15, -2.53, 0.78], [-1.35, -1.25, 0.39], [-7.66, -1.01, -1.20], [-5.20, -1.27, -1.37], [-4.68, 1.92, 1.44], [-7.13, 2.16, 1.63], [-4.16, 2.51, -1.55], [-2.07, 3.72, -2.75], [0.12, 2.30, -2.02], [-4.42, -2.27, 1.05], [-2.50, -4.15, 1.42], [-0.16, -2.95, 0.80], [1.68, 0.61, -1.81], [1.42, -0.56, -2.12], [0.61, -1.25, -1.43], [1.89, -1.06, -2.97]]}

Energy above the lowest of the compared OMol25 structures with the same formula, charge and spin in eV, matching the order above: 0.000 8.493 5.440 0.168